Record 1
The following is a DFT calculation (the ωB97M-V functional and the def2-TZVPD basis) of C35H38AlN4 as an isolated structure at a distorted geometry.

- LUMO level (alpha / beta): 2.16 / 2.09 eV
- Net charge: -1
- Energy above the lowest of the compared OMol25 structures with the same formula, charge and spin: 0.00 kcal per mole
- E_tot: -49465.09201 eV

Each line ends with the Mulliken charge.
Element x y z (Å)
Al: -0.66281 1.40102 0.25249  -0.3180
N: 0.30235 -2.11627 4.60407  -0.6804
N: -3.61375 1.53861 0.94577  -0.6454
C: 0.78860 -0.52265 -2.08302  0.4787
C: 0.22755 -1.75889 -1.73893  0.8293
C: 1.02379 -2.35327 -0.67360  0.4420
C: 0.74205 -3.51536 -0.01918  -1.0679
H: -0.25630 -3.94821 -0.10217  0.1867
H: 0.36568 -2.89874 2.24929  0.5464
H: 1.50044 -4.01297 0.58555  0.4151
C: 2.03078 -1.36047 -0.33163  1.0191
C: 2.87890 -1.45427 0.86823  -1.5135
H: 3.57907 -2.29955 0.80245  0.4158
H: 2.26578 -1.60348 1.77107  -0.0121
H: 3.46710 -0.54082 1.00222  0.4225
C: 1.90172 -0.26947 -1.20729  -0.0112
C: 2.79883 0.90993 -1.23565  -1.4451
H: 2.90020 1.39346 -0.25069  0.1889
H: 2.44939 1.65533 -1.96263  0.2846
H: 3.80755 0.58797 -1.54980  0.3993
C: -0.99460 -2.37794 -2.27653  -1.0096
H: -0.77340 -3.06364 -3.10696  0.2888
H: -1.71942 -1.64494 -2.65523  -0.3766
H: -1.49441 -2.96641 -1.50074  0.4042
C: 0.37030 0.31589 -3.23556  -0.7243
H: 0.71535 1.35364 -3.15053  0.1449
H: -0.72225 0.33013 -3.34657  -0.0750
H: 0.78920 -0.09987 -4.17011  0.3789
C: 0.18771 -1.71064 5.86137  -0.2499
H: 0.63354 -2.33182 6.64430  0.3446
C: -0.45986 -0.51162 6.22832  -0.5718
H: -0.49705 -0.22541 7.27919  0.3271
C: -1.01588 0.28160 5.20929  -0.3952
H: -1.41093 1.26980 5.43317  0.3529
C: -1.08858 -0.23232 3.91255  -0.3472
H: -1.64384 0.25185 3.09909  0.5683
C: -0.39478 -1.45684 3.61712  0.2698
C: -0.24653 -2.00586 2.33508  -1.1929
H: -0.90389 -1.69343 1.52437  0.2013
C: -2.62713 1.58093 0.03917  0.2658
C: -4.80542 1.82838 0.35457  -1.2994
H: -5.72346 1.95556 0.90223  0.4094
C: -4.60801 2.00356 -0.98714  -0.0224
H: -5.29821 2.24099 -1.78058  0.5016
N: -3.25158 1.84869 -1.21353  0.9733
C: -2.61876 2.23349 -2.42004  0.6069
C: -3.16787 1.75699 -3.63161  0.5822
C: -2.80044 2.38185 -4.82958  -1.1189
H: -3.31126 2.08415 -5.75498  0.3214
C: -1.79045 3.34792 -4.87020  0.6700
C: -1.45048 4.02081 -6.17227  -1.5588
H: -0.40241 4.32932 -6.19434  0.3819
H: -2.07058 4.91282 -6.33267  0.2899
H: -1.63551 3.34467 -7.01389  0.3782
C: -1.15558 3.69636 -3.67729  -1.1741
H: -0.33553 4.42179 -3.69207  0.3186
C: -1.57620 3.17295 -2.43411  1.4655
C: -0.84507 3.60039 -1.18824  -1.5795
H: -1.51679 3.91317 -0.37625  0.4363
H: -0.19214 4.45128 -1.42703  0.5095
H: -0.06900 2.77344 -0.83479  0.1003
C: -4.07187 0.57434 -3.65613  -1.4400
H: -5.00437 0.72573 -3.10882  0.3335
H: -3.58735 -0.33542 -3.26798  0.0629
H: -4.35466 0.38879 -4.69987  0.4018
N: 0.52737 1.63905 1.63885  -0.7702
C: 1.51834 1.62366 2.31612  1.2390
C: 2.41442 1.69975 3.40393  0.1918
C: 2.98528 2.94602 3.76428  -0.6611
C: 3.84021 3.02560 4.86272  -0.4282
C: 4.13444 1.87707 5.61024  -0.4424
C: 3.59839 0.63701 5.24484  -0.7488
C: 2.74988 0.53921 4.14257  -0.1329
H: 2.73259 3.83051 3.17586  0.3789
H: 4.27387 3.98983 5.14320  0.3436
H: 4.78574 1.95050 6.48670  0.3413
H: 3.83017 -0.26260 5.82086  0.3956
H: 2.31061 -0.42060 3.85925  0.2046


Record 2
The following is a DFT calculation (the ωB97M-V functional and the def2-TZVPD basis) of a 2-piece molecular cluster, NO5S overall at a distorted geometry.

- LUMO level (alpha / beta): 2.53 / 2.31 eV
- Net charge: -1
- Energy above the lowest of the compared OMol25 structures with the same formula, charge and spin: 34.83 kcal per mole
- E_tot: -22560.69091 eV

Each line ends with the Mulliken charge.
Element x y z (Å)
N: 0.64656 0.99095 -1.08476  0.3800
O: 0.72496 -1.36976 1.48711  -0.4403
O: 1.83334 1.25349 -0.93444  -0.4872
O: -0.14520 1.58287 -1.84106  -0.5161
O: -1.27611 0.01710 1.64186  -0.4699
O: -1.32173 -1.61463 -0.08896  -0.4563
S: -0.46182 -0.86002 0.82025  0.9898


Record 3
The following is a DFT calculation (the ωB97M-V functional and the def2-TZVPD basis) of C29H30CrN9O3P as an isolated structure.

- 2S+1: 4
- LUMO level (alpha / beta): -2.47 / -2.58 eV
- Net charge: +1
- Energy above the lowest of the compared OMol25 structures with the same formula, charge and spin: 0.00 kcal per mole
- E_tot: -87820.19119 eV

Each line ends with the Mulliken spin population.
Element x y z (Å)
Cr: -0.34430 -1.29619 1.38430  3.0644
C: 5.00861 -2.64889 1.31288  -0.0004
N: 3.71224 -2.25854 1.85167  0.0047
C: 3.48247 -1.80648 3.12320  -0.0041
C: 2.14869 -1.52986 3.20545  0.0172
N: 1.57099 -1.81751 2.00594  -0.0460
C: 2.52856 -2.24935 1.19702  0.0080
P: 2.29477 -2.62791 -0.57306  -0.0040
C: 0.72662 -3.53526 -0.39126  0.0189
N: -0.34290 -3.04852 0.21820  -0.0614
C: -1.30050 -4.01988 0.19288  0.0153
C: -0.80281 -5.10549 -0.46590  -0.0049
N: 0.48024 -4.79031 -0.82849  0.0038
C: 1.40152 -5.66920 -1.53777  -0.0005
C: 1.55305 -1.02414 -1.03019  0.0170
N: 0.66860 -0.37559 -0.28774  -0.0632
C: 0.41893 0.81287 -0.91391  0.0082
C: 1.16204 0.87796 -2.05662  -0.0033
N: 1.88280 -0.28534 -2.11611  0.0037
C: 2.81571 -0.64678 -3.17526  0.0001
H: 5.72726 -2.66230 2.12682  -0.0002
H: 5.34098 -1.93702 0.55977  0.0003
H: 4.95282 -3.64335 0.87643  0.0001
H: 4.27301 -1.73002 3.84872  -0.0002
H: 1.57024 -1.14720 4.02799  -0.0008
H: -2.24852 -3.88147 0.68284  0.0002
H: -1.23703 -6.06312 -0.69321  -0.0001
H: 0.93847 -6.64724 -1.62812  -0.0002
H: 2.33036 -5.77167 -0.98150  0.0003
H: 1.61175 -5.28253 -2.53286  0.0002
H: -0.27265 1.54011 -0.52106  0.0113
H: 1.21857 1.63207 -2.82537  0.0009
H: 2.64169 0.00959 -4.02305  -0.0002
H: 2.64978 -1.67468 -3.48805  0.0001
H: 3.84449 -0.53103 -2.83865  0.0001
C: 2.12670 4.26027 -2.55266  0.0000
O: 0.91222 3.72648 -3.05907  0.0001
C: -0.21293 3.90180 -2.30091  -0.0003
C: -0.19994 4.33838 -0.98193  -0.0005
C: -1.39501 4.46002 -0.28357  -0.0016
C: -2.60440 4.19323 -0.90451  0.0030
C: -2.61384 3.81499 -2.24427  -0.0003
C: -1.42781 3.63388 -2.92940  0.0002
N: -3.86800 4.47559 -0.26647  0.0010
N: -4.10509 4.03317 0.86706  0.0000
C: -3.22409 3.01591 1.38044  0.0114
C: -2.50881 3.21412 2.52972  -0.0064
C: -1.51889 2.30777 2.95144  0.0060
C: -1.28800 1.14488 2.24227  -0.0321
O: -0.31369 0.29591 2.48032  -0.0309
C: -2.19151 0.84377 1.17531  0.0045
N: -2.03796 -0.38459 0.60169  -0.0144
C: -2.78148 -0.71841 -0.42632  0.0167
C: -3.75238 0.14598 -0.95699  -0.0059
C: -3.92321 1.38181 -0.39897  0.0124
C: -3.12972 1.77545 0.70249  -0.0013
H: 2.88918 4.03026 -3.29204  0.0000
H: 2.40202 3.80707 -1.59644  0.0000
H: 2.05547 5.34288 -2.42942  0.0000
H: 0.72310 4.59684 -0.48395  0.0000
H: -1.37133 4.80850 0.73938  0.0006
H: -3.56307 3.66107 -2.74247  0.0003
H: -1.42192 3.32762 -3.96717  0.0001
H: -2.65434 4.13867 3.07579  -0.0002
H: -0.90597 2.52927 3.81461  -0.0002
H: -2.61968 -1.70234 -0.84959  -0.0040
H: -4.35184 -0.17754 -1.79566  0.0000
H: -4.67176 2.05781 -0.79141  -0.0004
C: -1.78501 -1.86939 3.83159  0.0136
O: -1.24865 -2.31779 2.61775  0.0418
H: -1.00754 -1.68511 4.58381  0.0052
H: -2.45883 -2.63339 4.22979  -0.0025
H: -2.35856 -0.94058 3.72379  -0.0011


Record 4
The following is a DFT calculation (the ωB97M-V functional and the def2-TZVPD basis) of a 2-piece molecular cluster, C19H29F9N3O4 overall at a distorted geometry.

- LUMO level: -3.32 eV
- Net charge: +1
- E_tot: -57271.53969 eV

Each line ends with the Mulliken charge.
Element x y z (Å)
C: 2.97191 -2.60130 4.04787  -1.0716
C: 2.12250 -2.68018 2.61302  -0.0764
C: 1.76768 -1.13289 2.20402  0.1319
C: 3.11241 -0.15922 2.04290  -0.9501
C: 0.77761 -0.96371 0.90844  -0.1581
C: 0.59517 -1.82721 -0.47309  -0.1045
C: 1.43756 -3.17139 -0.89410  -0.7396
C: 0.43258 -4.49287 -0.98029  -0.0670
O: -0.97694 -4.15216 -1.22807  -0.4921
C: 0.52751 -5.48590 0.32062  0.7024
F: 1.93098 -5.89402 0.56275  -0.2478
F: -0.18451 -4.98274 1.53465  -0.2282
F: -0.20503 -6.74847 -0.06961  -0.2813
N: -0.46792 -1.12591 -1.31350  0.3780
F: -0.91662 -1.46296 -2.54807  -0.2171
C: -1.02278 0.11291 -0.64068  -0.5943
N: -2.06253 1.04342 -1.22488  -0.3266
N: -0.24878 0.14286 0.66512  0.8903
C: -0.59086 1.32450 1.55387  -0.8157
C: -2.17472 1.39242 2.01120  -0.4143
C: -2.81435 -0.04587 2.46914  -0.8499
C: -3.78023 -0.76503 1.35676  0.8905
F: -3.11284 -1.91815 0.64728  -0.2908
F: -4.44835 0.18254 0.41388  -0.3107
C: -5.02844 -1.46608 2.22164  0.4895
F: -4.55924 -2.32361 3.33418  -0.2061
F: -5.73357 -2.34443 1.21475  -0.2506
F: -6.05731 -0.45016 2.62886  -0.2261
H: 2.93594 -3.60789 4.65046  0.3383
H: 2.67988 -1.66592 4.69494  0.2798
H: 4.11455 -2.43697 3.74410  0.2598
H: 2.82062 -3.24788 1.86501  0.1794
H: 1.11580 -3.22228 2.86282  0.2046
H: 1.17773 -0.67197 3.13389  0.3319
H: 3.36374 0.20151 3.15138  0.3147
H: 3.99996 -0.71711 1.52262  0.2976
H: 2.73421 0.79574 1.45691  0.2678
H: 2.41184 -3.36174 -0.27326  0.2191
H: 1.80040 -2.99291 -2.01739  0.3976
H: 0.81680 -5.10984 -1.92422  0.4455
H: -1.29423 -4.75371 -1.96422  0.3442
H: -1.98176 1.00690 -2.28109  0.3773
H: -1.73248 2.02023 -0.96599  0.3501
H: -0.31743 2.29707 0.91780  0.0833
H: 0.13273 1.35373 2.50189  0.4152
H: -2.75629 1.95113 1.16330  0.3009
H: -2.19831 2.09679 2.97460  0.3918
H: -1.88798 -0.76836 2.68194  0.1817
H: -3.36691 0.11844 3.49174  0.4610
C: 0.27854 5.91591 -5.66938  -1.0892
C: 0.66131 6.52993 -4.33480  -0.1385
O: 0.30552 5.65525 -3.25674  -0.3452
C: 1.17567 4.64523 -3.00984  0.6842
O: 2.21640 4.42902 -3.61256  -0.5425
O: 0.67925 3.90037 -1.99067  -0.3267
C: 1.47176 2.75969 -1.66885  -0.3939
H: -0.77836 5.62977 -5.67295  0.2898
H: 0.45847 6.62026 -6.48596  0.3553
H: 0.85429 5.00578 -5.86481  0.3056
H: 0.10203 7.45994 -4.18773  0.2887
H: 1.72665 6.78618 -4.29879  0.3113
H: 2.51431 3.03846 -1.48645  0.4275
H: 1.40394 2.01978 -2.47246  0.3281
H: 1.07061 2.31512 -0.75389  -0.1595


Record 5
The following is a DFT calculation (the ωB97M-V functional and the def2-TZVPD basis) of an isolated ion of composition C4H9N2O and charge +1 at a distorted geometry.

- LUMO level (alpha / beta): -6.01 / -6.01 eV
- Net charge: +1
- Energy above the lowest of the compared OMol25 structures with the same formula, charge and spin: 86.75 kcal per mole
- E_tot: -9312.25412 eV

Each line ends with the Mulliken charge.
Element x y z (Å)
C: 1.16971 -0.01624 0.03896  0.8114
C: -1.17008 -0.52197 0.68678  -0.9351
C: -2.05862 0.38276 -0.14647  0.2376
C: 2.35801 -0.63849 -0.61148  -1.0451
N: 0.18526 -0.80260 0.18654  -0.4521
N: 1.02331 1.28871 0.19933  -0.3206
O: -3.25544 0.06093 -0.44554  -0.2781
H: -1.12693 0.09023 1.61940  0.4559
H: -1.77455 -1.36548 1.00974  0.4872
H: -1.74370 1.37196 -0.41355  0.3940
H: 2.23570 -1.71235 -0.71568  0.3074
H: 2.33601 -0.35924 -1.62737  0.3164
H: 3.37292 -0.34593 -0.02190  0.3151
H: 1.74940 2.00670 0.06803  0.2326
H: 0.10439 1.44077 0.44447  0.0656
H: -3.40538 -0.87978 -0.27127  0.4078